Record 1
DFT (the ωB97M-V functional and the def2-TZVPD basis) results for a single C3H4OS molecule at a distorted geometry.

HOMO: -9.44 eV
Energy relative to the best compared isomer or geometry (same formula, charge and spin): 328.0 kJ/mol
Spin multiplicity: 1

```
9
Properties=species:S:1:pos:R:3:forces:R:3
C -0.155 -2.423 0.069 1.54 4.84 -0.65
C 0.317 -1.284 -0.107 -1.25 -3.06 0.45
C -0.431 1.343 -0.149 0.62 -1.38 -1.68
O 2.072 0.507 0.661 0.52 0.10 0.42
S 1.130 0.251 -0.423 -1.57 0.46 0.34
H -0.896 -3.082 0.389 -0.39 -1.20 0.19
H -0.068 2.353 -0.212 0.32 0.40 -0.70
H -0.919 1.330 0.810 -0.16 -0.97 0.37
H -1.050 1.004 -1.038 0.37 0.81 1.26
```
Positions in Å, forces in eV/Å.

Record 2
DFT (the ωB97M-V functional and the def2-TZVPD basis) results for a 2-piece molecular cluster, C3H4OS overall at a distorted geometry.

HOMO (alpha / beta): -7.89 / -7.24 eV
Energy relative to the best compared isomer or geometry (same formula, charge and spin): 430.6 kJ/mol
Spin multiplicity: 1

```
9
Properties=species:S:1:pos:R:3:forces:R:3
C -1.312 -1.706 0.620 -1.61 0.47 -1.80
C 0.386 0.166 -0.789 -0.74 -1.50 0.32
C 1.075 1.237 -0.085 1.44 -1.21 0.86
O 0.069 -0.165 -1.868 0.30 0.68 -0.16
S -1.824 -2.584 1.796 0.30 -0.31 0.77
H -2.041 -1.553 -0.263 1.51 0.09 0.87
H 1.893 0.827 0.558 -0.47 0.25 -0.88
H 0.438 1.657 0.609 -1.95 0.26 1.91
H 1.316 2.119 -0.578 1.22 1.27 -1.89
```
Positions in Å, forces in eV/Å.

Record 3
DFT (the ωB97M-V functional and the def2-TZVPD basis) results for a single C3H4OS molecule at a distorted geometry.

HOMO: -7.68 eV
Energy relative to the best compared isomer or geometry (same formula, charge and spin): 254.3 kJ/mol
Spin multiplicity: 1

```
9
Properties=species:S:1:pos:R:3:forces:R:3
C -0.844 0.718 0.031 1.40 3.11 -0.26
C 0.462 1.077 0.002 -1.30 5.69 -0.98
S 1.564 -0.127 -0.122 2.00 -1.69 -1.16
C 0.123 -1.202 0.088 2.03 -5.64 -0.44
O -1.038 -0.604 -0.267 -1.65 1.40 1.25
H -1.577 1.550 0.110 -0.18 -1.60 -0.34
H 0.853 2.199 -0.311 -1.39 -2.90 1.57
H 0.358 -1.540 1.227 -1.82 0.34 -2.40
H 0.100 -2.071 -0.758 0.91 1.28 2.76
```
Positions in Å, forces in eV/Å.

Record 4
DFT (the ωB97M-V functional and the def2-TZVPD basis) results for a single C3H4OS2 molecule at a distorted geometry.

HOMO: -9.16 eV
Energy relative to the best compared isomer or geometry (same formula, charge and spin): 84.3 kJ/mol
Spin multiplicity: 1

```
10
Properties=species:S:1:pos:R:3:forces:R:3
C -1.405 0.629 0.187 -0.21 -0.75 0.75
C -0.471 -0.499 0.000 0.22 -0.98 -1.39
S -0.867 -2.062 -0.250 0.15 0.93 0.43
C 0.983 -0.073 -0.190 -0.31 -0.56 0.75
O 1.289 1.059 -0.441 -0.12 0.11 -0.19
S 2.182 -1.364 0.095 -0.18 0.49 -0.34
H -1.218 1.419 -0.514 0.05 0.31 -0.57
H -2.428 0.245 0.163 0.16 0.42 0.14
H -1.118 1.044 1.152 -0.42 0.25 0.31
H 3.053 -0.397 -0.202 0.66 -0.23 0.13
```
Positions in Å, forces in eV/Å.

Record 5
DFT (the ωB97M-V functional and the def2-TZVPD basis) results for a 2-piece molecular cluster, C3H4P2 overall at a distorted geometry.

HOMO (alpha / beta): -8.21 / -8.21 eV
Energy relative to the best compared isomer or geometry (same formula, charge and spin): 291.4 kJ/mol
Spin multiplicity: 1

```
9
Properties=species:S:1:pos:R:3:forces:R:3
C 0.520 0.935 0.229 -4.19 0.92 -1.21
C -0.285 0.061 -0.442 0.35 2.08 1.80
C 0.150 -1.164 -1.056 -0.15 -4.35 1.35
P 0.071 -1.704 -2.783 0.91 0.30 0.06
P 1.806 -1.529 -1.740 -0.65 0.24 -0.80
H -0.049 1.897 0.503 1.44 -1.50 -0.03
H 1.545 0.870 0.349 1.85 -0.25 0.32
H -1.325 0.438 -0.456 0.38 -0.94 -0.42
H -0.157 -2.697 -0.218 0.06 3.51 -1.07
```
Positions in Å, forces in eV/Å.

Record 6
DFT (the ωB97M-V functional and the def2-TZVPD basis) results for a 2-piece molecular cluster, C3H4P2 overall at a distorted geometry.

HOMO (alpha / beta): -8.25 / -8.25 eV
Energy relative to the best compared isomer or geometry (same formula, charge and spin): 276.0 kJ/mol
Spin multiplicity: 1

```
9
Properties=species:S:1:pos:R:3:forces:R:3
C 0.704 -0.110 -0.817 -0.64 -1.73 -0.14
C 0.154 -0.279 0.396 -0.65 -1.86 0.46
C 0.085 0.732 1.464 -4.37 2.09 -2.01
P 0.938 0.783 2.954 1.19 1.43 0.87
P 1.027 2.313 1.563 0.40 -1.51 1.18
H 0.710 -0.946 -1.610 0.07 1.51 1.49
H 1.139 0.846 -1.062 0.06 0.12 -0.23
H -0.285 -1.287 0.799 0.80 1.74 -1.35
H -1.559 1.311 1.572 3.15 -1.79 -0.26
```
Positions in Å, forces in eV/Å.

Record 7
DFT (the ωB97M-V functional and the def2-TZVPD basis) results for a single C3H4P2 molecule at a distorted geometry.

HOMO: -8.76 eV
Energy relative to the best compared isomer or geometry (same formula, charge and spin): 326.7 kJ/mol
Spin multiplicity: 1

```
9
Properties=species:S:1:pos:R:3:forces:R:3
P 1.562 -0.179 -0.262 0.86 0.81 -0.67
C -0.150 0.278 -0.733 -1.03 -0.14 0.60
C -0.637 1.497 -0.104 -0.57 -3.85 -0.18
C -1.076 0.602 0.787 -0.51 0.22 0.25
P -1.525 -0.859 -0.171 0.01 1.36 -1.20
H 1.051 -0.733 0.887 0.11 -0.29 1.05
H 1.767 -1.438 -0.847 -0.24 -0.19 -0.36
H -0.373 2.458 -0.047 0.96 3.52 -0.21
H -0.619 -1.627 0.490 0.41 -1.44 0.71
```
Positions in Å, forces in eV/Å.

Record 8
DFT (the ωB97M-V functional and the def2-TZVPD basis) results for a 2-piece molecular cluster, C3H4S overall at a distorted geometry.

HOMO: -8.66 eV
Energy relative to the best compared isomer or geometry (same formula, charge and spin): 334.8 kJ/mol
Spin multiplicity: 1

```
8
Properties=species:S:1:pos:R:3:forces:R:3
C -0.840 0.638 -0.025 -0.31 0.15 0.20
C -1.627 -0.274 -0.721 0.26 -1.56 0.72
C -1.067 -0.705 0.415 0.36 1.18 0.83
H -2.211 -0.644 -1.535 -0.28 0.27 -0.43
H -0.770 -1.265 1.331 -0.52 0.10 -1.32
S 2.133 0.126 -0.019 1.20 -0.90 1.68
H 2.457 0.856 1.100 -0.12 -0.84 -0.39
H 1.925 1.267 -0.547 -0.60 1.61 -1.30
```
Positions in Å, forces in eV/Å.

Record 9
DFT (the ωB97M-V functional and the def2-TZVPD basis) results for a single C3H4S2 molecule at a distorted geometry.

HOMO: -9.10 eV
Energy relative to the best compared isomer or geometry (same formula, charge and spin): 169.5 kJ/mol
Spin multiplicity: 1

```
9
Properties=species:S:1:pos:R:3:forces:R:3
C -0.783 -0.773 -0.442 -0.44 -3.42 5.08
C -0.325 0.555 -0.033 2.04 0.64 0.01
S -0.911 1.989 -0.503 -0.45 -0.07 0.09
C 1.033 0.661 0.604 2.21 -3.77 0.44
S 2.340 -0.448 0.843 -3.11 1.49 -0.93
H -1.826 -1.102 0.094 2.51 0.97 -1.22
H -0.933 -0.827 -1.440 -0.59 -0.12 -3.24
H 0.031 -1.604 -0.128 -1.89 1.93 -0.71
H 1.373 1.548 1.005 -0.27 2.35 0.49
```
Positions in Å, forces in eV/Å.

Record 10
DFT (the ωB97M-V functional and the def2-TZVPD basis) results for a single C3H4S2 molecule at a distorted geometry.

HOMO: -8.19 eV
Energy relative to the best compared isomer or geometry (same formula, charge and spin): 254.0 kJ/mol
Spin multiplicity: 1

```
9
Properties=species:S:1:pos:R:3:forces:R:3
C -0.533 1.304 -0.172 -2.51 0.76 2.90
C 0.771 1.114 -0.087 3.59 -1.07 -0.77
S 1.413 -0.481 -0.259 -2.02 -2.18 0.21
C -0.235 -1.435 0.109 -0.22 0.23 -3.36
S -1.696 -0.240 -0.260 3.39 1.04 0.61
H -1.046 2.106 0.479 0.77 -0.74 -1.97
H 1.906 1.511 -0.052 -3.37 1.34 0.31
H -0.362 -2.098 -0.950 0.54 0.79 3.91
H -0.218 -1.780 1.192 -0.19 -0.18 -1.85
```
Positions in Å, forces in eV/Å.

Record 11
DFT (the ωB97M-V functional and the def2-TZVPD basis) results for a single C3H4S3 molecule at a distorted geometry.

HOMO (alpha / beta): -4.63 / -9.33 eV
Energy relative to the best compared isomer or geometry (same formula, charge and spin): 546.4 kJ/mol
Spin multiplicity: 3

```
10
Properties=species:S:1:pos:R:3:forces:R:3
C 1.778 0.274 1.570 2.52 0.45 1.93
C 0.889 0.020 0.839 -4.40 -0.85 -3.62
C -0.362 -0.026 -0.412 5.09 2.82 3.29
S 0.371 -1.240 -1.456 2.75 -1.24 0.14
S -1.955 -0.416 0.119 -3.23 1.58 0.23
S -0.195 1.639 -1.106 -0.69 0.61 0.02
H 2.653 0.441 2.184 -0.66 -0.05 -0.30
H -0.764 -1.293 -2.018 -2.60 -0.35 -1.88
H -1.531 -1.605 0.331 0.84 -2.62 0.78
H -0.884 2.206 -0.051 0.37 -0.36 -0.59
```
Positions in Å, forces in eV/Å.

Record 12
DFT (the ωB97M-V functional and the def2-TZVPD basis) results for C3H5BN2 as an isolated structure at a distorted geometry.

HOMO: -8.65 eV
Energy relative to the best compared isomer or geometry (same formula, charge and spin): 190.6 kJ/mol
Spin multiplicity: 1

```
11
Properties=species:S:1:pos:R:3:forces:R:3
B 1.459 -0.550 -1.208 -2.00 0.75 1.02
C -1.308 -0.002 1.173 -0.46 -0.79 0.59
C -0.315 -0.806 0.679 -1.38 -3.97 3.01
C -0.241 1.411 -0.050 0.66 -4.29 1.16
N -1.216 1.249 0.719 1.00 2.27 -2.03
N 0.495 -0.290 -0.182 0.01 3.91 -0.90
H 1.812 0.534 -1.392 1.45 0.48 -1.21
H 1.528 -1.554 -1.823 0.41 -0.24 0.19
H -2.183 -0.133 1.775 0.24 -1.02 0.59
H -0.114 -1.821 1.164 -0.45 1.29 -1.08
H 0.083 1.962 -0.855 0.51 1.62 -1.34
```
Positions in Å, forces in eV/Å.

Record 13
DFT (the ωB97M-V functional and the def2-TZVPD basis) results for C3H5BaLiO4 as an isolated structure at a distorted geometry.

Charge: +3
HOMO (alpha / beta): -21.20 / -21.22 eV
Energy relative to the best compared isomer or geometry (same formula, charge and spin): 301.4 kJ/mol
Spin multiplicity: 2

```
14
Properties=species:S:1:pos:R:3:forces:R:3
O -0.231 -0.064 0.526 0.87 -0.29 -0.07
C -0.972 -1.136 0.893 -2.67 -0.78 -0.21
C -0.324 0.388 -0.742 1.98 0.20 -0.37
O -0.984 -1.391 2.132 0.79 0.00 1.28
O -1.720 -1.728 0.104 0.72 0.04 0.08
C 0.821 1.180 -1.194 1.22 2.40 -0.77
Ba -2.876 -3.535 2.022 0.23 0.37 -0.67
H -1.336 0.661 -1.062 0.35 -0.62 -0.93
H 0.507 -0.155 -1.711 -0.94 -0.45 1.07
H 0.832 2.173 -0.673 1.04 -0.15 0.87
H 0.655 1.600 -2.215 0.29 -0.69 0.24
Li -0.105 -0.550 3.587 0.18 0.13 -0.03
O 2.640 0.853 -0.924 -3.65 -0.43 -0.33
H 3.092 1.703 -0.743 -0.39 0.26 -0.16
```
Positions in Å, forces in eV/Å.

Record 14
DFT (the ωB97M-V functional and the def2-TZVPD basis) results for C3H5BaO4 as an isolated structure at a distorted geometry.

HOMO (alpha / beta): -4.79 / -9.13 eV
Energy relative to the best compared isomer or geometry (same formula, charge and spin): 5.6 kJ/mol
Spin multiplicity: 2

```
13
Properties=species:S:1:pos:R:3:forces:R:3
O 2.041 -0.158 0.883 -1.69 0.91 -0.33
C 1.329 0.408 0.072 2.31 -1.56 -0.48
C -1.329 -0.642 0.212 -0.10 0.21 0.43
O -0.895 0.570 0.744 -0.81 0.85 0.04
O 0.704 -0.181 -0.964 -0.34 0.28 -0.14
C -0.179 -1.243 -0.591 0.61 -0.53 0.26
H -2.217 -0.562 -0.442 0.08 0.26 0.14
H -1.588 -1.363 1.009 -0.06 0.19 -0.17
H -0.519 -1.736 -1.510 0.31 0.19 0.21
H 0.385 -1.941 0.043 -0.07 0.03 -0.31
O 1.512 1.724 -0.259 -1.00 0.69 0.18
H 1.959 2.171 0.471 0.47 -0.35 0.10
Ba -1.204 2.953 0.332 0.28 -1.18 0.09
```
Positions in Å, forces in eV/Å.

Record 15
DFT (the ωB97M-V functional and the def2-TZVPD basis) results for a 2-piece molecular cluster, C3H5Br overall at a distorted geometry.

HOMO: -10.01 eV
Energy relative to the best compared isomer or geometry (same formula, charge and spin): 133.9 kJ/mol
Spin multiplicity: 1

```
9
Properties=species:S:1:pos:R:3:forces:R:3
C 1.154 0.343 -1.021 -0.92 0.21 0.21
C 0.199 0.419 -0.296 1.45 0.90 -0.57
C -0.913 0.467 0.609 2.35 1.51 2.30
H 1.858 0.248 -1.793 0.58 -0.05 -0.27
H -1.151 1.475 1.061 0.30 -1.12 -0.71
H -1.650 0.075 0.049 -3.35 -1.17 -1.33
H -0.628 -0.234 1.394 -0.54 0.06 0.40
Br 1.717 -2.867 -0.437 -0.11 0.11 0.37
H 1.256 -1.704 0.283 0.24 -0.44 -0.40
```
Positions in Å, forces in eV/Å.

Record 16
DFT (the ωB97M-V functional and the def2-TZVPD basis) results for a 2-piece molecular cluster, C3H5Br overall at a distorted geometry.

HOMO (alpha / beta): -8.21 / -8.31 eV
Energy relative to the best compared isomer or geometry (same formula, charge and spin): 676.8 kJ/mol
Spin multiplicity: 1

```
9
Properties=species:S:1:pos:R:3:forces:R:3
C -0.541 0.110 0.513 0.61 -1.76 -0.75
C 1.887 -0.478 0.425 -0.83 -1.03 -1.79
C -1.316 0.387 -0.687 -2.35 0.54 1.96
Br 2.244 -1.151 2.100 0.23 -0.18 0.46
H -0.396 1.001 1.056 0.27 1.19 0.99
H 2.192 -1.359 -0.328 -0.78 1.59 1.45
H -0.438 0.601 -1.164 2.97 1.09 -2.17
H -1.926 1.338 -0.679 0.38 -1.16 -0.17
H -1.707 -0.451 -1.236 -0.50 -0.27 0.01
```
Positions in Å, forces in eV/Å.

Record 17
DFT (the ωB97M-V functional and the def2-TZVPD basis) results for a 2-piece molecular cluster, C3H5Br overall at a distorted geometry.

HOMO (alpha / beta): -7.94 / -7.94 eV
Energy relative to the best compared isomer or geometry (same formula, charge and spin): 736.1 kJ/mol
Spin multiplicity: 1

```
9
Properties=species:S:1:pos:R:3:forces:R:3
C -0.634 -1.279 0.018 -1.52 -1.44 -0.48
C -0.917 1.914 -0.105 -0.36 -0.80 1.51
C 0.782 -1.151 0.120 0.43 1.15 -0.83
Br -0.922 3.324 1.073 -0.04 0.27 0.28
H -0.895 -2.316 -0.344 0.22 0.46 0.01
H -0.654 2.412 -0.993 0.45 0.88 -1.80
H 0.864 -0.430 -0.813 0.09 -1.10 1.35
H 1.482 -2.000 0.081 -0.14 0.32 -0.09
H 0.893 -0.473 0.964 0.87 0.26 0.04
```
Positions in Å, forces in eV/Å.

Record 18
DFT (the ωB97M-V functional and the def2-TZVPD basis) results for C3H5Br2Cl as an isolated structure at a distorted geometry.

HOMO: -10.01 eV
Energy relative to the best compared isomer or geometry (same formula, charge and spin): 232.7 kJ/mol
Spin multiplicity: 1

```
11
Properties=species:S:1:pos:R:3:forces:R:3
C -0.740 -0.473 0.563 -2.92 0.78 3.09
C -0.783 0.598 1.363 1.53 0.58 0.81
C -3.389 -0.039 -0.798 3.36 2.02 0.83
Cl -3.773 -0.162 -2.465 -0.54 -0.26 -0.58
Br -4.162 1.556 0.070 -0.07 -0.40 -0.32
Br -3.781 -1.593 0.271 -0.56 0.02 -0.48
H 0.058 -0.520 -0.061 1.85 -0.65 -2.27
H -2.188 0.280 -0.753 -3.39 -1.46 0.14
H -1.590 -1.179 0.676 1.73 0.05 -0.33
H -1.453 0.657 2.283 0.76 0.32 -1.69
H 0.081 1.352 1.195 -1.74 -1.00 0.80
```
Positions in Å, forces in eV/Å.

Record 19
DFT (the ωB97M-V functional and the def2-TZVPD basis) results for a 2-piece molecular cluster, C3H5Br2NS overall at a distorted geometry.

HOMO: -8.99 eV
Energy relative to the best compared isomer or geometry (same formula, charge and spin): 57.1 kJ/mol
Spin multiplicity: 1

```
12
Properties=species:S:1:pos:R:3:forces:R:3
Br -3.284 -1.377 0.908 0.21 0.15 -0.12
C -2.301 -1.405 -0.816 -1.81 -1.29 1.56
N -1.965 -0.400 -1.426 0.28 -1.06 -0.91
S -1.986 1.156 -1.553 0.41 0.82 -0.63
Br -3.160 2.055 0.036 -0.31 0.38 0.60
H -2.410 -2.482 -1.056 1.07 1.03 -0.63
C 1.241 0.870 0.175 -1.06 0.80 0.13
C 0.773 -0.365 0.056 -0.22 -0.54 -1.38
H 1.734 1.093 -0.708 1.76 0.74 -1.33
H 1.058 1.825 0.709 -0.34 -1.45 0.62
H -0.041 -0.900 0.544 0.53 0.26 0.62
H 1.133 -0.847 -0.909 -0.53 0.16 1.49
```
Positions in Å, forces in eV/Å.

Record 20
DFT (the ωB97M-V functional and the def2-TZVPD basis) results for an isolated ion of composition C3H5BrN3 and charge +1 at a distorted geometry.

Charge: +1
HOMO (alpha / beta): -11.07 / -15.61 eV
Energy relative to the best compared isomer or geometry (same formula, charge and spin): 104.5 kJ/mol
Spin multiplicity: 3

```
12
Properties=species:S:1:pos:R:3:forces:R:3
C 1.945 -0.452 0.115 0.51 2.51 -1.31
C 0.397 0.891 -0.838 6.34 4.81 -5.44
C -1.689 -0.043 0.260 2.01 1.53 1.75
N 1.960 0.510 -0.721 -2.09 1.01 -0.41
N 0.677 -0.725 0.505 -2.02 -2.40 1.58
N -0.256 0.090 -0.042 -3.67 -4.49 4.20
Br -0.203 2.316 -1.903 0.61 -1.81 1.40
H 2.775 -0.880 0.627 0.52 -0.54 -0.08
H -1.701 -0.379 1.282 -0.61 -0.41 0.21
H -2.189 0.901 0.202 0.30 1.10 0.29
H -2.227 -0.569 -0.425 -1.04 -2.42 -1.87
H 0.511 -1.661 0.938 -0.85 1.11 -0.32
```
Positions in Å, forces in eV/Å.